Molecular formula: CH3N2OS2
Method: DFT, the ωB97M-V functional and the def2-TZVPD basis

Geometry (Å):
1 C 1.0448 -0.2696 -1.9516
2 N -0.0337 0.6188 1.5869
3 N -1.2493 0.3520 0.8880
4 O 1.4213 0.5986 -1.2613
5 S 0.7572 -1.3982 -2.9839
6 S -1.3984 -1.2669 0.2093
7 H -0.0329 -0.0197 2.3815
8 H 0.7838 0.3697 1.0191
9 H -1.2928 1.0153 0.1120

The electronic energy comes out at -27783.74308 eV. The value obtained for the HOMO energy is -2.007 eV. Its total charge is -1. Its energy above the lowest of the compared OMol25 structures with the same formula, charge and spin is 9.79 kcal per mole. The value obtained for the molecular weight is 123.2 g mol⁻¹. For the max |F|, the calculation gives 1.9 eV Å⁻¹.



Molecular formula: CH3N2PS
Method: DFT, the ωB97M-V functional and the def2-TZVPD basis

Geometry (Å):
1 N -2.1425 1.8127 0.3018
2 C -1.1409 1.3713 0.0873
3 P 0.6453 0.3575 -0.2013
4 N 0.0075 -0.9816 0.4394
5 S 2.5655 0.1404 0.2647
6 H 0.3620 0.2532 -1.5430
7 H 0.5330 -1.7938 0.8117
8 H -0.8298 -1.1597 -0.1605

The electronic energy comes out at -24188.24414 eV. The value obtained for the HOMO energy is -9.852 eV. Its energy above the lowest of the compared OMol25 structures with the same formula, charge and spin is 41.35 kcal per mole. The value obtained for the molecular weight is 106.1 g mol⁻¹. For the max |F|, the calculation gives 7.6 eV Å⁻¹. Its SMILES is N#C[P@H](N)=S.



Molecular formula: CH3N3O
Method: DFT, the ωB97M-V functional and the def2-TZVPD basis

Geometry (Å):
1 N 3.5715 0.7358 0.0765
2 N 2.8602 -0.1065 -0.0133
3 O 2.1064 -0.9742 -0.1098
4 C -0.1566 -0.2103 -0.2519
5 N -0.0232 1.0335 -0.3068
6 H -0.3692 -0.8035 0.6459
7 H -0.1120 -0.7617 -1.1846
8 H -0.0995 1.5246 0.5843

The electronic energy comes out at -7600.49324 eV. The value obtained for the HOMO energy is -9.961 eV. Its energy above the lowest of the compared OMol25 structures with the same formula, charge and spin is 71.70 kcal per mole. The value obtained for the molecular weight is 73.1 g mol⁻¹. For the max |F|, the calculation gives 2.6 eV Å⁻¹. Its SMILES is N#[N+][O-].C=N.